38
Properties=species:S:1:pos:R:3:forces:R:3 method="wB97M-V/def2-TZVPD" homo_lumo_gap_ev=7.102 lumo_ev=-0.36 de_lowest_ev=0.025 molar_mass_g_mol=596.025 homo_ha=-0.274
S -1.2907 1.5603 -3.4337 0.00 -0.07 0.05
H 2.0608 -0.9467 -3.1570 -0.01 -0.01 -0.03
H 2.8300 0.1384 -4.3694 0.00 -0.02 -0.01
H 3.7903 1.8782 -0.5902 -0.01 0.01 0.02
C -2.0569 0.7692 2.6108 -0.02 0.00 -0.21
C -0.7903 -1.8897 1.5146 -0.03 -0.04 0.08
C 0.5040 1.8837 2.0310 -0.05 -0.12 -0.03
C 3.6657 1.2058 -1.4367 -0.02 -0.04 -0.04
S -3.6095 0.2805 -1.3966 0.09 0.06 -0.01
S -3.5637 -0.9845 -4.8719 0.02 0.03 0.01
H -2.3491 -1.5371 0.1994 -0.01 -0.01 0.02
H -1.0502 -2.9465 1.4190 0.00 0.01 0.02
H 0.6575 -0.1169 2.8045 0.01 0.00 0.00
H 1.7142 -0.1395 0.1597 0.00 -0.02 0.02
Y -0.9079 0.4779 -0.9681 -0.30 0.16 0.06
H -3.1218 -1.0874 2.5662 0.01 0.02 -0.01
C 1.0938 0.4757 2.0020 0.00 0.14 0.02
C 1.9680 -0.0283 -3.7287 0.02 0.03 -0.01
H 4.4761 1.3710 -2.1413 0.03 0.00 0.01
H 0.5865 -2.1172 -0.1064 0.05 0.01 0.00
C -2.7119 -0.3785 1.8351 0.03 0.13 0.08
As -2.5428 -0.2652 -3.2431 0.08 -0.13 0.03
H -3.5461 0.0089 1.2499 0.01 -0.01 0.02
H -1.3090 0.4171 3.3210 -0.03 0.00 0.01
H -0.7583 -1.6756 2.5851 0.00 -0.02 0.01
Te 1.7967 1.6282 -2.4114 -0.05 0.06 0.08
H 2.1622 0.5525 2.2268 -0.01 -0.03 0.02
C 0.5798 -1.6754 0.8913 0.18 0.07 -0.06
N 0.8782 -0.2290 0.7290 0.01 -0.20 -0.05
S -1.2413 2.0101 1.5359 -0.06 -0.11 0.03
H -2.8203 1.2999 3.1772 0.01 -0.02 0.02
H 0.6152 2.3149 3.0261 0.06 0.00 -0.01
H 1.0231 2.5362 1.3255 0.02 0.01 0.03
H 3.6966 0.1706 -1.0984 0.01 0.00 0.02
N -1.8021 -1.0309 0.8953 -0.04 0.14 -0.01
H 1.0434 -0.0373 -4.2983 0.01 -0.05 -0.01
S -1.0127 -1.7115 -2.3480 -0.03 0.01 -0.18
H 1.3428 -2.1817 1.4940 0.00 0.02 -0.01

---

36
Properties=species:S:1:pos:R:3:forces:R:3 method="wB97M-V/def2-TZVPD" homo_lumo_gap_ev="7.287 / 5.188" s2=8.83 lumo_ev="-8.99 / -11.96" charge=+2 molar_mass_g_mol=403.970 homo_ha="-0.598 / -0.630" spin_multiplicity=6
H 0.2864 -2.4731 1.7545 0.20 -0.28 0.03
H 0.9951 4.2030 -1.8929 -0.29 -0.28 0.12
P -0.1075 -2.2808 -0.6196 1.30 -3.63 0.41
H 1.9278 2.7057 -2.0488 -0.13 0.20 0.09
C 0.0969 0.0890 1.0950 1.36 0.00 4.82
Fe -0.4744 0.0475 -0.8361 1.91 -1.39 0.13
N 0.4156 0.1329 2.2460 -0.97 -0.15 -3.92
H -2.3204 -2.9771 0.0655 -0.17 -0.17 0.04
I -2.6156 -0.2046 -2.0397 -2.28 -0.40 -2.00
H -0.1218 2.7847 1.4943 0.15 0.32 -0.05
C 0.9174 3.1281 -2.0968 0.27 -0.83 -0.53
C -1.5472 -3.3959 -0.5772 -0.45 0.51 0.11
H -1.2315 -4.3641 -0.1751 0.02 0.21 -0.07
C -1.9740 0.6080 0.4266 -3.71 0.51 5.30
C 0.9252 -3.2752 -1.8039 -0.03 0.85 -0.70
H 1.9299 -2.8518 -1.9089 -0.12 -0.10 0.09
H 1.0586 -3.8448 0.8420 -0.18 0.19 -0.05
H 0.5559 2.9762 -3.1236 0.01 0.10 0.25
H 1.7704 -2.1999 0.8498 0.06 -0.14 0.13
H -1.9446 -3.5326 -1.5853 -0.03 0.00 0.10
C 1.2830 -0.0186 -1.6593 0.74 0.09 -2.07
O -2.6610 0.6313 1.3588 2.02 0.07 -3.42
H 1.3766 0.7718 -2.4058 0.22 -0.02 0.29
H 1.4585 2.3914 0.8800 0.01 0.25 -0.08
H 2.1589 -0.0843 -1.0164 -0.26 0.09 0.29
P -0.1745 2.2976 -0.8720 1.27 3.88 -0.45
H -1.9535 3.1261 -2.2690 -0.02 0.11 0.04
H -1.5672 4.2665 -0.9405 0.00 -0.11 -0.05
C 0.8417 -2.7740 0.8632 -0.28 0.92 0.28
H 1.0291 -4.2943 -1.4132 -0.23 0.31 0.04
H -2.5461 2.8060 -0.6285 -0.15 0.25 0.03
H 0.4742 -3.3182 -2.8027 0.06 -0.03 0.17
H 0.7927 4.0358 0.5389 -0.17 -0.20 -0.06
C -1.7214 3.2177 -1.2069 0.00 -0.53 0.21
C 0.5593 2.9738 0.6573 -0.41 -0.81 0.36
H 1.1710 -0.9308 -2.2593 0.26 0.24 0.13

---

16
Properties=species:S:1:pos:R:3:forces:R:3 method="wB97M-V/def2-TZVPD" homo_lumo_gap_ev="2.734 / 11.908" s2=0.75 lumo_ev="4.28 / 4.52" charge=-1 de_lowest_ev=1.215 molar_mass_g_mol=60.140 homo_ha="0.057 / -0.271" spin_multiplicity=2
H 0.7873 -0.1542 -1.2406 -0.18 0.99 0.50
H 0.1359 0.9787 2.8412 -0.09 0.59 0.79
H 0.7623 2.4109 1.8100 0.87 0.51 1.20
H -1.7866 2.1744 1.7221 1.63 0.11 -0.82
C 0.3819 1.4110 1.8866 -2.88 1.35 -0.95
H 1.5681 -1.5452 -0.5083 -0.63 0.23 -0.09
H -0.7804 2.2506 0.0949 -0.29 -0.60 1.24
H 1.1110 0.7576 1.5234 0.73 -1.12 -1.53
C 0.0884 -1.9621 -2.0777 0.00 1.43 1.56
C 0.5890 -1.1257 -0.8380 1.56 -1.76 -2.87
C -0.9705 1.6922 1.0656 -1.03 -1.49 0.34
H 0.1186 -2.9881 -1.8513 1.14 -1.63 -0.21
H -0.9623 -1.9200 -2.2906 -0.78 1.04 -0.03
H -1.5676 0.7523 0.8461 1.03 0.67 -0.26
H 0.6334 -1.5327 -2.8912 0.42 -0.73 -0.99
H -0.1086 -1.1995 -0.0922 -1.52 0.43 2.11

---

71
Properties=species:S:1:pos:R:3:forces:R:3 method="wB97M-V/def2-TZVPD" homo_lumo_gap_ev="5.041 / 5.305" s2=0.76 lumo_ev="-1.64 / -1.65" de_lowest_ev=2.590 molar_mass_g_mol=603.344 homo_ha="-0.245 / -0.255" spin_multiplicity=2
C -1.2213 -1.9604 2.0429 -0.02 0.12 0.00
C 3.7795 0.5722 1.3936 0.02 0.15 -0.02
H -2.9205 1.5308 -3.1100 0.03 0.04 0.04
Cl 3.8643 -3.0701 1.8158 0.00 0.02 -0.01
H -2.0943 0.6298 -5.2559 0.00 -0.02 0.00
C -1.4805 0.1203 0.8651 0.03 0.02 0.02
C 1.2759 2.2299 2.0546 -0.01 -0.01 -0.01
C -2.5108 -3.7349 3.0645 0.02 0.04 -0.01
H -4.5489 2.9195 -1.7626 0.00 -0.01 0.00
H 1.5148 2.9403 2.8576 0.00 0.00 -0.01
H -1.1901 -1.8539 -2.4814 -0.04 0.01 -0.02
H -2.3372 -0.5537 -2.8607 0.03 -0.05 -0.02
H -2.2270 2.2756 -0.8286 -0.01 0.00 -0.05
C -1.1228 -4.1963 1.1636 0.02 -0.06 -0.02
H -2.3017 -5.6734 2.1659 0.00 0.00 0.00
S 2.9866 0.4867 -0.2023 0.16 0.09 0.32
H 0.3391 -0.3431 -6.8529 0.01 0.00 0.01
C 5.7862 0.4329 2.7530 0.01 0.00 0.05
H 0.8014 1.1296 4.4170 -0.01 -0.01 0.01
H -0.0272 -1.5311 -4.6417 0.02 0.02 0.04
C -0.6891 0.0130 -6.7705 -0.01 -0.01 -0.06
H -1.5827 -0.5634 0.0158 -0.03 0.00 0.00
H -0.7123 -4.8987 0.4494 0.00 0.01 -0.01
H -2.5393 -1.7027 3.7159 0.00 0.01 0.01
C -0.7017 -2.8686 1.1003 0.04 0.10 -0.03
H 0.0336 2.6421 -2.8805 0.02 -0.08 -0.02
H 5.7403 0.2868 0.6152 0.01 0.00 0.01
H -0.4330 0.9813 -4.8670 0.06 -0.03 0.00
C -1.0827 0.2173 -5.3156 -0.05 0.06 0.02
H 1.8478 2.4798 1.1637 0.00 0.02 0.01
C -1.0123 -1.0739 -4.5106 0.05 -0.02 0.04
C -4.0607 3.2964 -2.6636 -0.05 0.00 0.00
C 0.7901 0.4127 3.5805 0.05 0.05 -0.01
H -1.1510 1.1757 3.0146 0.00 -0.01 0.00
H 3.0770 0.8545 4.7225 -0.01 0.00 0.00
C -0.3722 2.2072 -1.9586 -0.03 0.13 0.07
C -2.0099 -4.6316 2.1342 -0.01 -0.03 -0.01
H 1.2019 -0.5261 3.9460 -0.01 -0.02 -0.01
H -1.7259 -1.7925 -4.9216 0.00 0.00 -0.01
H 0.3216 2.4954 -1.1632 -0.05 0.04 0.00
C -0.6716 0.2047 3.1658 -0.05 0.04 0.00
C 5.1618 0.4307 1.5185 0.02 -0.01 -0.14
H 2.5050 -2.0489 3.4360 0.04 -0.03 0.01
H -1.3332 -0.7299 -7.2444 -0.01 0.00 0.00
C 2.3088 -2.4368 2.4378 -0.09 -0.03 0.06
H -3.9155 4.3702 -2.5348 0.01 0.00 0.00
H -0.7709 0.9365 -7.3432 0.00 0.01 0.01
C 3.0373 0.7264 2.5846 -0.09 0.06 0.01
C -2.7340 2.5891 -2.9017 -0.02 -0.05 -0.04
H -2.4877 0.4861 1.1192 0.01 -0.01 0.01
H -2.2514 2.9902 -3.7986 -0.01 0.02 0.00
H -0.8737 0.9840 0.5639 0.00 -0.03 0.02
N -0.8404 -0.5850 1.9538 0.00 -0.04 -0.02
C 5.0407 0.5772 3.9134 -0.01 0.01 0.00
H 1.6082 -3.2666 2.4677 0.01 0.00 0.06
N 1.6059 0.8634 2.4627 0.04 0.04 0.01
S 0.4787 -2.3815 -0.1214 -0.61 -0.39 -0.17
C -1.7891 2.7411 -1.7176 0.07 0.05 0.06
C -2.1227 -2.4044 3.0050 0.00 -0.07 0.02
H 5.5215 0.5665 4.8827 0.00 0.00 0.00
Cu 1.7869 -1.0506 1.1252 0.21 0.09 -0.09
H 0.9637 -0.3109 -1.2078 0.44 0.18 -0.44
H -3.2062 -4.0625 3.8262 -0.01 0.01 0.00
H -1.1854 -0.2451 4.0170 0.01 -0.02 0.01
Ge -0.1181 0.2942 -2.0785 -0.11 -0.38 0.43
H -4.7473 3.1506 -3.4973 0.01 0.00 -0.01
C -1.3138 -0.9089 -3.0137 -0.12 0.00 -0.13
H 0.2151 2.3203 1.8222 -0.01 0.00 -0.01
H -1.7030 3.8058 -1.4793 0.00 0.00 0.00
C 3.6660 0.7349 3.8218 0.04 -0.02 0.01
H 6.8593 0.3035 2.8108 0.01 0.00 -0.01